{
  "formula": "C24H53B3N6O11",
  "method": "ωB97M-V with the def2-TZVPD basis set",
  "e_above_lowest_kcal_mol": 0.0,
  "smiles": "CN(C)C(=O)CB1OBOB(CCCCOC=O)O1.CNC(C)=O.CNC(C)=O.CNC(C)=O.CNC(C)=O.CNC(C)=O",
  "spin_multiplicity": 1,
  "max_force_ev_per_a": 4.0,
  "mol_weight_g_mol": 634.15,
  "species": ["C", "N", "C", "C", "O", "C", "B", "O", "B", "O", "B", "C", "C", "C", "C", "O", "C", "O", "O", "H", "H", "H", "H", "H", "H", "H", "H", "H", "H", "H", "H", "H", "H", "H", "H", "H", "H", "C", "N", "C", "C", "O", "H", "H", "H", "H", "H", "H", "H", "C", "N", "C", "C", "O", "H", "H", "H", "H", "H", "H", "H", "C", "N", "C", "C", "O", "H", "H", "H", "H", "H", "H", "H", "C", "N", "C", "C", "O", "H", "H", "H", "H", "H", "H", "H", "C", "N", "C", "C", "O", "H", "H", "H", "H", "H", "H", "H"],
  "coordinates": [[-1.3059, -6.9395, 2.5636], [-0.4246, -5.7701, 2.8747], [-0.7371, -4.5741, 2.0285], [-0.4502, -5.4402, 4.3112], [-1.4527, -5.0348, 4.9256], [0.9351, -5.6477, 5.1162], [1.4158, -4.1336, 5.5359], [0.5571, -3.4754, 6.5144], [0.3659, -2.1567, 5.9283], [1.5776, -1.3682, 5.8025], [2.4790, -2.0771, 4.9368], [3.4649, -1.3193, 3.9047], [2.9278, 0.0894, 3.3536], [1.3983, 0.1085, 2.9155], [0.3906, 0.8491, 3.8979], [0.9967, 1.4605, 5.0643], [0.0963, 1.5986, 6.1279], [-1.0483, 2.0475, 5.9732], [2.5900, -3.5361, 4.9744], [-2.3534, -6.6639, 2.2277], [-1.3839, -7.5512, 3.5321], [-0.7347, -7.5738, 1.7992], [-1.2314, -3.7253, 2.6191], [0.2656, -4.2068, 1.6057], [-1.3546, -4.8786, 1.1287], [1.6774, -6.1185, 4.3860], [0.7289, -6.2979, 6.0269], [-0.6974, -1.8192, 5.5496], [3.6354, -2.0367, 3.0273], [4.4601, -1.1318, 4.4241], [3.2358, 0.8837, 4.0988], [3.5388, 0.3038, 2.4036], [1.3501, 0.6667, 1.9128], [0.9872, -0.9388, 2.6776], [-0.1522, 1.6890, 3.3314], [-0.4397, 0.1418, 4.2392], [0.4699, 1.3117, 7.1728], [-2.9448, -0.2229, 0.1971], [-2.1404, -1.4285, 0.1954], [-1.4441, -1.9673, -0.8395], [-1.4917, -1.2521, -2.1627], [-0.8053, -3.0020, -0.6781], [-2.5376, 0.4618, 0.9443], [-3.9642, -0.4917, 0.4785], [-2.9555, 0.2656, -0.7721], [-2.0656, -1.9590, 1.0516], [-0.8914, -1.7965, -2.8903], [-2.5201, -1.2069, -2.5274], [-1.0818, -0.2457, -2.0614], [-2.5564, 7.1313, 8.5764], [-1.5063, 7.0183, 7.5870], [-1.1234, 5.9149, 6.8853], [-1.8580, 4.6257, 7.1384], [-0.2068, 5.9937, 6.0786], [-3.2739, 7.8802, 8.2337], [-2.1109, 7.4690, 9.5149], [-3.0703, 6.1870, 8.7399], [-0.9680, 7.8429, 7.3632], [-1.4401, 3.8392, 6.5065], [-1.7432, 4.3273, 8.1831], [-2.9158, 4.7417, 6.8916], [2.4701, 0.4227, -6.6268], [1.3996, 0.8921, -5.7696], [0.3320, 0.1959, -5.2982], [0.2042, -1.2516, -5.6912], [-0.4895, 0.7496, -4.5765], [3.4166, 0.5586, -6.1014], [2.4749, 1.0323, -7.5333], [2.3540, -0.6240, -6.8957], [1.4171, 1.8544, -5.4640], [-0.6945, -1.6705, -5.2396], [0.1193, -1.3402, -6.7762], [1.0671, -1.8161, -5.3320], [4.3856, 0.2582, -11.5519], [4.2859, -0.2978, -10.2185], [5.1969, -0.2364, -9.2093], [6.4881, 0.4928, -9.4669], [4.9527, -0.7651, -8.1330], [3.5569, 0.9543, -11.6978], [4.2960, -0.5573, -12.2727], [5.3269, 0.7789, -11.7111], [3.4468, -0.8022, -9.9713], [7.1083, 0.4555, -8.5718], [7.0323, 0.0160, -10.2847], [6.2877, 1.5394, -9.7053], [-5.4618, 3.0478, -4.3245], [-5.5436, 2.5321, -2.9742], [-4.5296, 2.3086, -2.0951], [-3.1260, 2.6235, -2.5406], [-4.7742, 1.8640, -0.9802], [-6.0585, 3.9608, -4.3813], [-5.8842, 2.3040, -5.0035], [-4.4382, 3.2663, -4.6199], [-6.4537, 2.2977, -2.6049], [-2.4305, 2.3940, -1.7336], [-2.8603, 2.0157, -3.4086], [-3.0375, 3.6850, -2.7810]],
  "forces_ev_per_angstrom": [[0.633, -0.867, 0.811], [-1.004, 0.564, 0.727], [1.083, 0.457, -0.583], [-1.151, 0.243, 1.821], [2.544, -1.042, -2.016], [-0.176, 0.330, -1.302], [0.120, -1.037, 1.196], [0.963, 1.630, -3.472], [2.351, -1.085, 1.974], [-1.194, -2.369, -1.890], [1.092, -0.098, 0.452], [-0.430, 0.185, -0.224], [0.948, -0.572, -0.600], [0.107, 0.618, -0.347], [-1.725, 0.357, -1.137], [-1.035, -0.918, 1.800], [-1.691, 1.253, -1.040], [3.120, -2.047, 0.296], [-2.998, 1.698, 0.766], [1.250, -0.262, 0.317], [-0.044, 0.654, -1.515], [-1.198, 0.842, 0.888], [0.441, -1.236, -0.830], [-1.591, -0.210, 0.527], [0.640, 0.493, 1.213], [-1.011, 0.481, 1.217], [0.223, 0.913, -1.163], [-0.136, 0.302, 0.118], [-0.060, 0.967, 1.235], [-1.049, -0.399, -0.683], [-0.895, -0.780, -0.878], [-0.846, -0.234, 1.412], [0.009, -0.802, 1.480], [0.758, 1.363, 0.526], [0.826, -1.251, 0.724], [1.227, 0.877, -0.372], [0.070, 0.409, -1.624], [0.051, -0.312, 0.454], [0.302, -0.141, -0.379], [0.085, -0.353, 0.317], [0.065, -0.043, -0.031], [-0.024, 0.115, -0.124], [-0.185, 0.207, -0.121], [-0.057, 0.328, -0.127], [-0.006, -0.141, 0.148], [-0.031, 0.046, -0.088], [-0.031, -0.001, 0.212], [0.058, 0.209, -0.012], [-0.177, 0.018, -0.166], [0.296, 0.432, -0.130], [0.027, -0.298, -0.113], [0.341, 0.130, -0.284], [0.101, -0.015, -0.167], [-0.146, -0.045, 0.145], [-0.175, -0.092, 0.217], [-0.257, -0.062, 0.125], [0.115, 0.053, -0.090], [-0.069, -0.077, 0.036], [-0.191, 0.576, 0.261], [-0.190, -0.008, -0.008], [-0.015, -0.060, 0.184], [0.042, 0.478, 0.192], [-0.406, -0.349, 0.089], [-0.067, 0.508, 0.206], [-0.089, -0.127, 0.029], [-0.049, -0.112, -0.056], [0.101, -0.206, -0.265], [0.194, -0.193, -0.106], [0.013, 0.116, 0.085], [0.012, -0.103, -0.017], [0.084, 0.173, -0.022], [0.147, -0.112, 0.045], [-0.009, -0.038, -0.186], [-0.444, -0.261, 0.094], [0.343, 0.122, 0.232], [-0.292, -0.310, 0.364], [0.138, 0.046, 0.059], [0.070, 0.132, -0.132], [0.142, 0.079, -0.235], [0.087, 0.195, -0.187], [-0.072, -0.076, 0.106], [0.088, 0.035, -0.055], [-0.185, -0.073, -0.054], [-0.010, 0.179, -0.049], [0.106, -0.058, -0.143], [-0.465, -0.114, 0.173], [0.376, -0.035, 0.175], [-0.282, -0.104, 0.401], [0.063, -0.058, -0.011], [0.051, 0.107, -0.205], [0.120, 0.038, -0.249], [0.115, 0.160, -0.206], [-0.072, -0.064, 0.117], [0.087, 0.030, -0.049], [-0.168, 0.019, -0.037], [0.114, 0.167, -0.047], [0.069, -0.084, -0.136]],
  "lowdin_charge": [-0.090, -0.207, -0.092, -0.377, 0.074, 0.042, -0.434, 0.181, -0.240, 0.189, -0.430, -0.072, -0.190, -0.143, -0.180, -0.081, -0.238, 0.019, 0.218, 0.092, 0.099, 0.096, 0.090, 0.094, 0.084, 0.118, 0.129, 0.121, 0.123, 0.120, 0.115, 0.113, 0.115, 0.126, 0.137, 0.113, 0.172, -0.073, 0.013, -0.539, -0.009, 0.011, 0.086, 0.088, 0.041, 0.122, 0.068, 0.094, 0.081, -0.085, -0.005, -0.548, -0.010, 0.026, 0.081, 0.080, 0.073, 0.137, 0.039, 0.090, 0.091, -0.087, 0.006, -0.545, -0.010, 0.007, 0.085, 0.081, 0.070, 0.139, 0.073, 0.085, 0.092, -0.078, 0.002, -0.549, -0.010, 0.021, 0.083, 0.084, 0.075, 0.139, 0.085, 0.086, 0.086, -0.079, 0.002, -0.541, -0.006, 0.017, 0.082, 0.082, 0.076, 0.140, 0.080, 0.080, 0.088]
}